11
Properties=species:S:1:pos:R:3 method="wB97M-V/def2-TZVPD" total_charge=0 total_energy_ha=-322.3170 homo_lumo_gap_ev="8.56 / 8.56" largest_force_ev_per_a=1.0 spin_multiplicity=1 de_lowest_kcal_mol=161.46
O 2.30097 -0.75851 0.09395
N 1.41858 -0.23896 0.86616
C 0.48548 0.23813 -0.00585
C -0.70720 1.05759 0.45406
O -1.63210 0.05179 0.02170
C -0.60257 -0.77593 -0.49314
H 1.64938 -0.16645 -0.80510
H -0.88277 2.00494 -0.06843
H -0.78109 1.22659 1.53252
H -0.57442 -1.76462 -0.02066
H -0.67426 -0.87458 -1.57521